Entry 1:
81
Properties=species:S:1:pos:R:3:forces:R:3 method="wB97M-V/def2-TZVPD" orbital_gap_ev="6.98 / 7.05" charge=+1 total_energy_ha=-2329.46138 homo_energy_ha="-0.362 / -0.363" relative_energy_kcal_mol=0.0 multiplicity=2
Ce 0.22271 0.28845 0.27527 0.75 -0.29 3.85
C 1.21684 1.33669 -1.79101 -1.19 0.94 -0.55
C -0.00492 0.76372 -2.28059 0.25 0.78 0.37
C -0.57214 2.42154 -0.75360 1.01 0.06 -1.38
C 0.87369 2.38498 -0.85753 -1.18 -0.14 -1.33
C -1.09983 1.41373 -1.63123 0.86 0.47 -0.17
C 2.59573 0.86707 -2.12258 0.34 -0.08 -0.12
H 2.56700 -0.10411 -2.62588 0.03 0.13 0.05
H 3.20539 0.74906 -1.21776 0.09 0.01 -0.06
H 3.14953 1.55277 -2.78594 -0.27 -0.14 0.28
C 1.84614 3.11564 0.00411 0.22 0.27 0.33
H 2.85301 2.69342 -0.09221 -0.14 0.16 -0.02
H 1.57804 3.06239 1.07245 0.04 0.06 -0.19
H 1.90664 4.18438 -0.25219 -0.03 -0.31 0.06
C -1.39747 3.26105 0.16303 -0.20 0.27 0.37
H -1.43337 4.31910 -0.14076 0.09 -0.33 0.04
H -1.03308 3.24245 1.20210 -0.03 0.06 -0.23
H -2.43165 2.89983 0.18666 0.15 0.12 -0.02
C -2.54431 1.08696 -1.82964 -0.44 0.11 -0.26
H -3.03419 1.80682 -2.50741 0.17 -0.21 0.23
H -3.11141 1.10093 -0.89063 0.06 0.00 -0.14
H -2.66457 0.09729 -2.28206 -0.02 0.14 0.09
C -0.13526 -0.38704 -3.22499 -0.08 -0.15 -0.49
H -0.33544 -0.02600 -4.24830 0.08 -0.17 0.30
H -0.97557 -1.04325 -2.95551 0.21 0.11 -0.05
H 0.77242 -1.00266 -3.27311 -0.21 0.15 0.02
C 2.58416 -6.80646 1.24279 0.55 0.19 -0.57
C 2.86791 -6.78325 -0.07143 0.33 -0.26 0.79
C 2.28271 -7.66240 -1.13767 -0.38 -0.02 -0.24
C 0.87412 -8.23343 -0.85579 0.19 -0.41 -0.40
C -0.17141 -7.21092 -0.51491 -0.44 0.22 0.08
C -0.46340 -6.70613 0.68911 -0.40 -0.40 -0.31
C 0.15217 -7.07469 2.00799 0.32 0.01 0.13
C 1.57653 -7.66877 1.94322 -0.21 -0.25 0.57
H 2.94883 -8.52065 -1.33474 -0.05 0.34 0.09
H 0.94547 -9.02010 -0.09715 -0.16 0.23 -0.38
H 2.25630 -7.08862 -2.07718 -0.03 -0.14 0.16
H 1.52810 -8.67963 1.52398 0.16 0.38 0.27
H 3.19541 -6.20599 1.92940 -0.21 0.06 -0.44
H 3.70328 -6.16553 -0.42255 -0.26 -0.06 0.27
H 1.91807 -7.78666 2.98363 -0.12 -0.06 -0.29
H 0.16424 -6.17583 2.64443 0.01 -0.20 -0.06
H -1.31841 -6.02262 0.77940 0.24 -0.22 -0.20
H -0.48719 -7.80559 2.53195 0.05 0.27 -0.17
H 0.54504 -8.73067 -1.78126 0.12 0.04 0.29
H -0.79245 -6.92797 -1.37593 0.21 0.21 0.42
P 1.39270 -2.34569 0.29203 0.64 -0.36 -0.01
P -1.86287 -1.58583 0.85358 -0.44 -0.21 0.04
C 0.29389 -3.51430 1.20369 -0.08 -0.21 0.08
C -1.01341 -2.92415 1.81105 -0.08 0.03 0.26
H 0.90189 -3.96568 2.00451 -0.27 0.05 -0.22
H 0.04872 -4.33454 0.51368 0.14 0.26 0.10
H -1.77341 -3.71493 1.91001 0.34 0.03 0.16
H -0.81777 -2.52779 2.81911 -0.09 -0.04 -0.30
C -3.08842 -0.79741 1.96519 -0.05 -0.14 0.30
H -3.69283 -0.07989 1.38575 0.20 -0.34 0.10
H -2.57833 -0.23017 2.75956 -0.09 -0.28 -0.21
H -3.75368 -1.55297 2.41221 0.15 0.31 -0.08
C -2.88638 -2.50816 -0.32160 -0.16 -0.16 -0.27
H -3.40621 -3.32760 0.19678 0.04 0.22 -0.28
H -2.24576 -2.91388 -1.11704 -0.22 -0.03 0.19
H -3.61571 -1.82889 -0.78780 0.19 -0.26 0.16
C 2.92455 -2.12682 1.29441 -0.02 0.01 0.07
H 3.56276 -1.37658 0.79058 -0.21 -0.39 0.19
H 3.47255 -3.08018 1.37201 -0.15 0.35 0.03
H 2.68399 -1.73761 2.29617 0.09 -0.17 -0.34
C 2.03342 -3.19488 -1.18044 0.00 -0.28 -0.37
H 1.24334 -3.24195 -1.94327 0.20 -0.13 0.19
H 2.39799 -4.20897 -0.95561 -0.12 0.31 -0.07
H 2.85519 -2.59096 -1.60289 -0.27 -0.23 0.24
C 1.00025 1.20448 5.75955 -0.04 -0.22 -0.57
C 0.65941 2.22339 4.85071 -0.14 0.00 -0.49
C 0.42529 1.93062 3.47761 0.34 0.25 1.87
C 0.55098 0.62520 3.04212 -0.64 -0.69 -3.16
C 0.86089 -0.40207 3.91271 0.32 0.29 1.79
C 1.09915 -0.11735 5.28379 -0.15 -0.06 -0.61
H 1.18884 1.42625 6.82331 -0.14 -0.08 -0.72
H 0.56995 3.25464 5.19511 0.03 -0.24 0.04
H 0.13917 2.72935 2.77433 0.22 -0.19 0.58
H 0.92121 -1.44679 3.56190 0.07 0.45 0.31
H 1.35874 -0.93864 5.95293 -0.06 0.28 0.01

---

Entry 2:
99
Properties=species:S:1:pos:R:3:forces:R:3 method="wB97M-V/def2-TZVPD" orbital_gap_ev=7.88 charge=+1 total_energy_ha=-3125.17089 homo_energy_ha=-0.383
C 1.70600 2.82578 1.09388 -0.04 -0.29 0.00
O 0.29590 2.94430 1.18782 0.16 0.42 -0.13
C -0.37800 2.45426 0.04849 -0.39 -0.26 0.26
C -1.72237 3.17311 -0.12752 0.14 -0.19 0.04
C -2.89990 2.20685 -0.01920 0.49 -0.28 -0.18
C -2.98974 1.24038 -1.20761 -0.49 0.41 -0.22
C -3.85461 0.02268 -0.87074 0.34 0.15 0.09
C -3.12649 -1.01546 0.01115 -0.25 0.21 -0.19
C -3.90376 -1.18966 1.32616 0.25 -0.25 0.13
O -3.60878 -2.34584 2.10294 0.09 0.10 0.02
C -2.56172 -3.11154 1.56336 0.22 -0.03 -0.11
C -2.96778 -3.51993 0.16528 -0.31 -0.21 0.10
N -2.96206 -2.32338 -0.75269 -0.11 0.12 0.00
C -1.79462 -2.28084 -1.71312 0.01 -0.25 -0.16
C -0.46737 -2.66954 -1.07685 0.08 -0.14 -0.35
C 0.73806 -2.08410 -1.82080 0.22 0.69 0.22
C 0.64770 -0.54992 -1.88413 -0.35 -0.10 -0.02
C 2.09127 -2.50046 -1.17371 -0.18 -0.49 -0.10
C 2.09913 -3.68672 -0.17777 1.22 0.76 0.09
C 2.08950 -3.44431 1.31934 -0.15 0.39 -0.23
C 1.36378 -2.59250 2.07087 -0.09 -0.09 0.02
C 0.79091 -3.07505 3.39223 1.30 0.41 0.57
C 1.15154 -1.12253 1.78475 -0.86 -0.24 -0.18
H 2.13968 3.33918 1.94631 0.01 0.07 -0.05
H 2.06772 3.25878 0.15738 0.04 0.10 0.05
H 2.02050 1.77610 1.13291 -0.02 0.00 -0.01
H -0.58466 1.38700 0.22406 0.16 -0.07 -0.15
H 0.24625 2.53678 -0.84612 0.08 0.04 0.05
H -1.73398 3.67754 -1.09510 -0.13 0.15 0.07
H -1.79260 3.92154 0.66137 0.00 0.11 -0.09
H -2.74794 1.60931 0.88862 -0.16 0.18 0.15
H -3.83881 2.75436 0.06544 -0.06 -0.09 0.13
H -3.47382 1.77119 -2.03165 0.09 0.00 -0.06
H -1.99854 0.96391 -1.57767 0.02 -0.16 0.13
H -4.71959 0.38905 -0.31416 -0.11 -0.06 -0.09
H -4.24859 -0.43555 -1.78308 0.05 -0.10 0.02
H -2.11691 -0.63870 0.18105 0.10 -0.30 0.21
H -3.66475 -0.31310 1.93399 -0.20 0.13 -0.09
H -4.97585 -1.20003 1.11991 -0.01 0.02 0.01
H -2.41483 -4.00522 2.16625 -0.19 0.04 0.13
H -1.61876 -2.55635 1.58596 0.05 -0.07 -0.04
H -4.00803 -3.84031 0.23067 0.01 -0.06 0.00
H -2.40321 -4.34654 -0.25684 0.24 0.22 -0.13
H -3.79212 -2.40577 -1.33752 -0.01 0.03 0.03
H -2.03882 -2.99172 -2.50376 0.00 0.01 -0.03
H -1.78293 -1.29462 -2.17169 -0.08 0.10 0.20
H -0.39239 -3.75482 -1.12861 -0.05 -0.03 0.20
H -0.40911 -2.39036 -0.02420 -0.01 0.11 -0.04
H 0.72496 -2.41241 -2.86386 -0.02 -0.32 0.10
H 0.22993 -0.14266 -0.96239 0.13 0.01 0.10
H 1.62878 -0.10272 -2.03341 -0.03 0.03 -0.15
H -0.01822 -0.22096 -2.68433 0.17 0.09 -0.12
H 2.75224 -2.78371 -1.99340 0.01 0.12 -0.04
H 2.57227 -1.64631 -0.69852 -0.12 0.07 0.04
H 3.02159 -4.23627 -0.37485 -0.07 -0.12 -0.08
H 1.29559 -4.39695 -0.37551 0.03 -0.05 -0.06
H 2.78340 -4.08203 1.86741 -1.00 -1.01 0.10
H -0.09454 -2.49032 3.64172 -0.14 -0.17 -0.06
H 1.48060 -2.91936 4.23173 -0.05 0.05 0.04
H 0.57886 -4.13953 3.36187 -0.18 0.02 -0.01
H 0.34951 -0.71106 2.40416 0.00 0.02 -0.01
H 0.91603 -0.88176 0.75107 0.23 0.03 -0.08
H 2.06457 -0.59788 2.06986 0.01 0.05 -0.08
C 1.15182 4.64356 5.15184 0.32 0.35 -0.33
C 0.95944 3.12159 5.09114 -0.03 -0.03 0.35
C -0.32508 2.59431 4.44654 -0.13 -0.14 -0.18
F -1.40966 2.98008 5.14823 0.03 -0.02 0.01
F -0.28864 1.23304 4.45740 0.03 0.00 0.00
F 1.10837 2.58355 6.31609 -0.01 -0.02 -0.03
F 1.97764 2.64161 4.30827 -0.05 0.03 -0.08
O 0.84734 5.28357 6.37195 -0.18 -0.44 0.23
C -0.41211 5.73146 6.66505 0.10 0.22 -0.14
C -0.98331 5.04357 7.91492 0.01 0.02 0.05
F -1.05496 3.71151 7.72358 -0.01 0.02 -0.02
F -2.23036 5.51168 8.13535 0.02 0.00 -0.01
F -1.24723 5.61787 5.61449 -0.01 -0.03 0.06
F -0.31586 7.04748 6.96075 -0.04 -0.02 -0.04
H 2.22580 4.78508 5.03806 0.00 0.00 0.04
H 0.67775 5.13382 4.30019 -0.15 -0.10 0.03
H -0.42482 2.91729 3.40778 0.11 0.10 0.02
H -0.35123 5.25372 8.77940 0.00 0.01 -0.01
C 3.56631 -0.81594 -7.48549 0.21 -0.09 -0.44
C 4.16161 -0.32738 -6.15518 -0.23 0.15 0.05
C 4.40521 -1.36408 -5.04921 0.14 0.01 0.00
F 3.24441 -1.92851 -4.64254 -0.02 0.00 -0.02
F 4.95298 -0.74011 -3.98386 -0.03 0.01 0.00
F 3.42542 0.69198 -5.66432 0.01 -0.02 0.02
F 5.39780 0.16274 -6.45440 0.03 -0.10 -0.01
O 2.17365 -0.62720 -7.67683 -0.04 0.13 0.46
C 1.25216 -1.54180 -7.26134 0.07 -0.10 -0.23
C 0.30122 -0.93545 -6.21823 -0.03 0.03 -0.05
F 1.00382 -0.51619 -5.14690 -0.06 0.00 0.11
F -0.57374 -1.88487 -5.79899 0.02 0.00 0.02
F 1.81968 -2.67130 -6.79707 -0.05 0.03 0.03
F 0.48811 -1.88136 -8.32335 0.03 -0.02 0.03
H 4.02562 -0.17955 -8.23964 -0.03 0.03 0.01
H 3.87495 -1.83767 -7.70711 -0.06 -0.05 0.17
H 5.08784 -2.14510 -5.39212 -0.02 -0.01 -0.01
H -0.25203 -0.09621 -6.64166 0.02 -0.01 -0.05